Record 1
C3H2N2O2S in the gas phase in a non-equilibrium geometry. Source: the Open Molecules 2025 dataset; level of theory: ωB97M-V with the def2-TZVPD basis set.

Last column: Löwdin charge in e.
Element x y z (Å)
O (-1.85142, 1.92908, 0.22962)  0.0213
C (-1.44720, 0.77010, -0.04182)  -0.7113
S (-2.62928, -0.51854, -0.17206)  0.8449
C (-0.11846, 0.21009, -0.19086)  -0.3559
N (0.51663, -0.99843, 0.12014)  0.1453
C (1.84903, -0.57144, 0.14940)  -0.1076
N (1.94017, 0.72868, -0.23280)  0.0636
O (0.75018, 1.17602, -0.24136)  0.0344
H (-1.77214, -1.62455, 0.24335)  -0.0382
H (2.76249, -1.10102, 0.13639)  0.1035

As for the SMILES: O=C(S)c1ncno1. As for the charge: 0. For the electronic energy, the calculation gives -773.597235 hartree. The calculation puts the HOMO-LUMO gap at 9.17 eV. As for the HOMO energy: -0.3787 Eh.

Record 2
C3H2N2S in the gas phase in a non-equilibrium geometry. Source: the Open Molecules 2025 dataset; level of theory: ωB97M-V with the def2-TZVPD basis set.

Last column: Löwdin charge in e.
Element x y z (Å)
C (0.61731, 0.53018, -0.09401)  -0.1147
C (1.11216, -0.78845, -0.08285)  -0.3844
C (-1.84082, 0.45216, -0.00010)  -0.7503
N (-0.66751, 0.76653, -0.02582)  0.0645
N (0.52707, -1.85768, 0.04041)  0.1699
S (-3.35386, 0.22774, -0.03236)  0.8021
H (1.37418, 1.22573, 0.14644)  0.0945
H (2.23148, -0.55620, 0.04829)  0.1184

As for the charge: 0. For the electronic energy, the calculation gives -623.048014 hartree. The calculation puts the HOMO-LUMO gap (spin up / spin down) at 6.41 / 5.96 eV. As for the HOMO energy (spin up / spin down): -0.3069 / -0.2954 Eh.

Record 3
C3H2N4O in the gas phase in a non-equilibrium geometry. Source: the Open Molecules 2025 dataset; level of theory: ωB97M-V with the def2-TZVPD basis set.

Last column: Löwdin charge in e.
Element x y z (Å)
O (1.19458, 1.30716, -0.99074)  0.1310
C (0.26267, 1.03697, -0.30485)  -0.4539
N (0.25046, 0.87416, 1.16042)  0.1060
N (0.23175, -0.22185, 1.70522)  -0.0076
C (0.25644, -1.36111, 0.96152)  -0.1468
C (-0.18547, -1.47514, -0.37157)  -0.1159
N (-1.13218, -0.59913, -1.01884)  0.0229
N (-1.07747, 0.70138, -1.04230)  0.1433
H (0.42505, -2.46457, 1.54804)  0.1704
H (0.10852, -2.47897, -0.96420)  0.1506

As for the SMILES: O=c1nnccnn1. As for the charge: 0. For the electronic energy, the calculation gives -409.595414 hartree. The calculation puts the HOMO-LUMO gap at 8.18 eV. As for the HOMO energy: -0.3596 Eh.

Record 4
C3H2N4O in the gas phase in a non-equilibrium geometry. Source: the Open Molecules 2025 dataset; level of theory: ωB97M-V with the def2-TZVPD basis set.

Last column: Löwdin charge in e.
Element x y z (Å)
O (2.85663, 0.37577, 0.21502)  0.1193
C (2.12100, -0.44272, -0.07410)  -0.2056
C (0.43131, -0.16574, 0.08009)  -0.2133
N (-0.10231, 1.05967, 0.03511)  0.1183
C (-1.45378, 1.08865, -0.10427)  -0.1348
N (-2.24016, 0.00461, 0.32300)  0.0442
N (-1.60451, -1.09973, 0.07999)  -0.0826
N (-0.35582, -1.31706, -0.09479)  0.0500
H (2.24908, -1.65456, -0.05490)  0.1550
H (-1.90145, 2.15111, -0.40515)  0.1496

As for the SMILES: O=Cc1ncnnn1. As for the charge: 0. For the electronic energy, the calculation gives -409.627361 hartree. The calculation puts the HOMO-LUMO gap at 8.22 eV. As for the HOMO energy: -0.3462 Eh.

Record 5
A gas-phase ion, C3H2NO2S (charge -1) in a non-equilibrium geometry. Source: the Open Molecules 2025 dataset; level of theory: ωB97M-V with the def2-TZVPD basis set.

Last column: Löwdin charge in e.
Element x y z (Å)
C (1.36644, -0.43454, -0.70915)  -0.5647
C (-0.83532, -1.04625, -0.12580)  -0.4689
C (-0.48880, 1.18795, 0.34680)  -0.7567
N (0.33639, -1.26622, -0.34368)  -0.0326
O (-1.32384, 2.06538, 0.16937)  -0.1187
O (-1.96436, -1.34499, 0.10177)  0.0542
S (1.17924, 1.26080, -0.13476)  0.8264
H (2.33911, -0.84649, -0.44060)  -0.0122
H (-0.60886, 0.42438, 1.13605)  0.0733

As for the charge: -1. For the electronic energy, the calculation gives -718.889453 hartree. The calculation puts the HOMO-LUMO gap (spin up / spin down) at 5.72 / 5.29 eV. As for the HOMO energy (spin up / spin down): -0.0749 / -0.0595 Eh.

Record 6
A gas-phase ion, C3H2NO3 (charge -1) in a non-equilibrium geometry. Source: the Open Molecules 2025 dataset; level of theory: ωB97M-V with the def2-TZVPD basis set.

Last column: Löwdin charge in e.
Element x y z (Å)
O (0.33209, -2.18045, 2.27673)  -0.0535
C (0.12348, -1.62498, 1.21622)  -0.3438
C (-0.41480, -0.77753, 0.48118)  -0.0445
C (-0.23434, -0.24859, -0.84589)  -0.5305
O (0.11156, -0.89934, -1.83374)  -0.0129
N (-0.40827, 1.19273, -0.86630)  -0.0288
O (0.36536, 1.67167, 0.20809)  -0.1025
H (0.13076, 1.60204, -1.59365)  0.0918
H (-0.00585, 1.26446, 0.95735)  0.0247

As for the SMILES: O=C=C=C([O-])NO. As for the charge: -1. For the electronic energy, the calculation gives -395.943398 hartree. The calculation puts the HOMO-LUMO gap at 7.84 eV. As for the HOMO energy: -0.1346 Eh.

Record 7
A gas-phase ion, C3H2NO3 (charge -1) in a non-equilibrium geometry. Source: the Open Molecules 2025 dataset; level of theory: ωB97M-V with the def2-TZVPD basis set.

Last column: Löwdin charge in e.
Element x y z (Å)
C (0.16306, 1.40610, -0.14569)  -0.3370
C (-1.39649, -0.35237, -0.07838)  -0.4486
C (1.04537, -0.76282, -0.16471)  -0.4363
N (-1.08539, 0.85443, 0.00798)  0.0527
O (1.91023, -1.58898, -0.04782)  0.0186
O (-2.16418, -1.24226, -0.10649)  0.0638
O (1.25054, 0.50515, -0.13886)  -0.0124
H (0.26086, 2.13599, 0.65197)  0.0303
H (0.01601, -0.95523, 0.02199)  0.0691

As for the charge: -1. For the electronic energy, the calculation gives -395.929848 hartree. The calculation puts the HOMO-LUMO gap at 5.63 eV. As for the HOMO energy: -0.0563 Eh.

Record 8
A gas-phase ion, C3H2NO4S2 (charge -1) in a non-equilibrium geometry. Source: the Open Molecules 2025 dataset; level of theory: ωB97M-V with the def2-TZVPD basis set.

Last column: Löwdin charge in e.
Element x y z (Å)
C (1.11882, -0.67583, -1.09428)  -0.6233
C (-0.31567, -1.71783, 0.46609)  -0.5166
C (1.59499, 0.17195, -0.00894)  -0.5018
N (0.18906, -1.59492, -0.60790)  0.1565
O (1.53944, -0.67372, -2.22514)  0.0333
O (-1.02386, -2.14199, 1.32241)  0.0653
O (-0.52253, 1.34961, 1.37358)  -0.7603
O (-2.31964, 2.40592, 0.07885)  -0.5826
S (0.86250, 0.18608, 1.48435)  0.9067
S (-1.22273, 1.47838, -0.08333)  0.7672
H (2.21580, 0.96451, -0.29918)  0.0227
H (-2.11618, 0.24784, -0.40652)  0.0329

As for the charge: -1. For the electronic energy, the calculation gives -1267.602453 hartree. The calculation puts the HOMO-LUMO gap at 8.06 eV. As for the HOMO energy: -0.1714 Eh.

Q: What is the charge in the eighth record?
A: -1